1.
{"formula": "C23H27N3O2", "method": "ωB97M-V/def2-TZVPD", "elements": ["O", "O", "N", "N", "N", "C", "C", "C", "C", "C", "C", "C", "C", "C", "C", "C", "C", "C", "C", "C", "C", "C", "C", "C", "C", "C", "C", "C", "H", "H", "H", "H", "H", "H", "H", "H", "H", "H", "H", "H", "H", "H", "H", "H", "H", "H", "H", "H", "H", "H", "H", "H", "H", "H", "H"], "xyz": [[-2.400009, 3.112156, 0.432679], [0.640580, 1.986941, -0.683046], [-1.460533, -1.540035, 1.572209], [-1.156239, 1.345879, 1.353690], [3.227112, 4.410863, -2.634662], [-2.746268, -0.646186, 1.166707], [-1.246267, 2.341534, 0.567542], [0.297952, 4.156018, -0.631697], [4.882070, 1.674545, -3.796663], [4.152401, 0.727683, -3.129337], [-0.424864, -1.122939, 0.812856], [2.975229, 0.885422, -2.604759], [4.383562, 2.984470, -3.675199], [-2.302888, -5.762729, 2.069247], [2.182081, 4.892368, -1.851988], [-2.232354, 0.742135, 1.892430], [-0.307892, 2.956122, -0.198457], [2.699912, 2.255617, -2.361029], [-3.091976, -4.907350, 1.069222], [3.441286, 3.247592, -2.813429], [-0.199484, 0.485774, 1.591457], [2.082594, 6.436563, -1.661292], [1.564664, 3.984222, -1.378577], [-1.835793, -2.854281, 1.282680], [-3.076995, -3.635274, 1.216823], [-0.835331, -5.326922, 1.845886], [1.583171, 2.706372, -1.437606], [-0.917664, -3.712160, 2.102728], [-2.961385, -0.646389, 0.196955], [-2.529711, -5.637170, 3.201215], [2.387115, 0.039444, -2.149781], [4.471318, -0.412472, -3.505855], [-0.273714, -5.697176, 2.671567], [5.709480, 1.241062, -4.518708], [2.705873, 6.823509, -2.333517], [-2.141044, 0.640488, 3.030371], [-0.499835, -0.823332, -0.353332], [-0.324342, -5.594304, 0.902311], [5.181468, 3.630316, -4.115046], [-4.157093, -5.370045, 1.040287], [-1.208765, -3.597174, 3.225304], [0.405550, -1.491909, 1.083910], [-3.162228, 1.318790, 1.641536], [2.086705, 6.749364, -0.556388], [-2.617622, -5.165974, -0.040840], [-3.625105, -1.212219, 1.484524], [-3.780219, -2.986946, 0.764144], [-0.087797, 0.206305, 2.630272], [-2.428155, -6.868046, 1.611372], [0.100728, -3.284650, 2.198673], [0.825344, 0.892616, 1.105493], [-0.403447, 5.025237, 0.026014], [-3.282924, -3.249849, 2.402305], [-1.304257, -3.067714, 0.184058], [1.036003, 6.713838, -1.945256]], "forces_ev_per_angstrom": [[4.27, -3.78, 1.03], [1.95, 0.54, -2.54], [-7.62, 0.89, -0.38], [-1.37, 0.09, 0.03], [-3.44, 14.43, 3.24], [4.73, -0.36, 6.40], [-8.77, 7.04, -0.81], [-6.28, 1.53, 5.52], [0.51, 1.33, -1.63], [3.01, -7.25, -3.89], [-2.81, 9.09, -2.65], [-2.59, 0.54, 3.02], [9.54, -3.99, -5.09], [1.04, -2.11, -1.67], [11.54, 9.71, -7.52], [-9.22, -1.18, 1.22], [8.22, 1.72, -4.27], [-6.72, -5.07, 5.16], [-1.26, -12.37, -3.48], [-0.27, -4.62, -0.81], [9.32, -4.28, -3.14], [-4.54, -3.19, 3.18], [-13.45, -3.94, 9.21], [6.29, -5.26, -4.70], [-2.01, 14.34, 6.62], [-0.91, 2.59, 0.88], [3.29, -7.96, -2.46], [2.06, -1.84, 3.04], [0.30, 0.82, -4.69], [-0.12, -0.34, -2.13], [0.51, 1.22, -0.71], [-0.75, 2.72, 1.66], [0.88, -0.38, 0.46], [-1.56, 1.71, 1.69], [2.86, 2.03, -2.06], [-0.20, -0.22, -1.80], [-0.21, -1.26, 2.34], [-0.70, 0.10, 0.32], [-1.78, 0.67, 0.39], [1.52, 1.04, -0.18], [-0.10, -0.29, -1.59], [6.26, -3.30, 1.31], [1.00, 0.41, 0.89], [0.77, -0.45, -1.70], [-1.07, 0.31, 2.42], [0.07, 0.92, 1.47], [-1.31, -0.14, -1.29], [0.05, 0.20, 0.23], [0.14, 2.13, 1.82], [-0.32, -0.28, -0.66], [-2.12, -1.15, 1.62], [2.74, -1.67, -2.74], [-0.80, -1.58, -1.95], [-1.28, 0.28, 1.40], [0.69, -0.12, -0.02]], "mulliken_charge": [-0.727, -0.417, 0.184, 0.395, -0.568, -1.092, 0.591, -1.638, -0.213, -0.365, -0.915, -0.713, -0.427, -0.520, 0.218, -1.239, 0.503, 0.599, -0.744, 0.022, -0.919, -1.410, 2.347, 0.550, -0.728, -0.870, -0.135, -0.878, 0.580, 0.314, 0.333, 0.137, 0.368, 0.263, 0.448, 0.425, 0.165, 0.351, 0.326, 0.252, 0.187, 0.771, 0.427, 0.299, 0.201, 0.621, 0.327, 0.473, 0.259, 0.299, 0.316, 0.125, 0.392, 0.122, 0.328], "smiles": "Cc1nc2ccccc2c2oc(C(=O)N3CCN(C4CCCCC4)CC3)cc12", "total_charge": 0, "lumo_energy_ev": -0.12, "total_energy_ev": -32837.512, "e_homo_ev": -8.5, "orbital_gap_ev": 8.4, "fmax_ha_per_bohr": 0.328}

2.
{"formula": "C25H56ClNP", "method": "ωB97M-V/def2-TZVPD", "elements": ["Cl", "P", "N", "C", "C", "C", "C", "C", "C", "C", "C", "C", "C", "C", "C", "C", "C", "C", "C", "C", "C", "C", "C", "C", "C", "C", "C", "C", "H", "H", "H", "H", "H", "H", "H", "H", "H", "H", "H", "H", "H", "H", "H", "H", "H", "H", "H", "H", "H", "H", "H", "H", "H", "H", "H", "H", "H", "H", "H", "H", "H", "H", "H", "H", "H", "H", "H", "H", "H", "H", "H", "H", "H", "H", "H", "H", "H", "H", "H", "H", "H", "H", "H", "H"], "xyz": [[3.987774, 8.520784, -14.134366], [4.886178, 9.359732, -17.793066], [2.438266, 4.601639, -11.995627], [3.877073, 10.428118, -22.927198], [1.564282, 12.550399, -16.555324], [1.138964, 5.927680, -13.572661], [2.331810, 3.477977, -10.976171], [8.045673, 12.043686, -14.426083], [7.710524, 10.696712, -15.030494], [1.146736, 5.364700, -12.145804], [3.901895, 4.687898, -17.476004], [6.638885, 10.807040, -16.121636], [3.495711, 5.606312, -11.633175], [1.738074, 3.915004, -9.657717], [4.944568, 10.040186, -21.917664], [1.055822, 1.718509, -8.596875], [2.661820, 4.050140, -13.355588], [4.253593, 7.670339, -17.793943], [5.453520, 9.776075, -19.456429], [4.349965, 9.869933, -20.518048], [1.174689, 11.151462, -17.035581], [2.250744, 10.519376, -17.897085], [5.283884, 5.329162, -17.546911], [5.318636, 6.667530, -18.273233], [1.967451, 2.921513, -8.514637], [2.196280, 5.118155, -14.338951], [3.613931, 10.478158, -17.194027], [6.334502, 9.431018, -16.697708], [3.560968, 10.403738, -16.103578], [5.117823, 6.482547, -19.334414], [4.107185, 11.446211, -17.381094], [4.421031, 5.036728, -11.660616], [1.989296, 3.199222, -13.482751], [8.910291, 11.962351, -13.758641], [8.367041, 12.759718, -15.184418], [0.887770, 10.497584, -16.207904], [3.591716, 4.280397, -18.442276], [1.766799, 3.457030, -7.586369], [3.520430, 11.441220, -22.738128], [7.364714, 9.978504, -14.278608], [5.960881, 4.601576, -17.998423], [7.043382, 11.452968, -16.906397], [0.013877, 2.008441, -8.438527], [4.263632, 10.338310, -23.941054], [3.022631, 2.637892, -8.517294], [2.995742, 9.784672, -22.864015], [7.135753, 9.072407, -17.351249], [0.997671, 6.106006, -11.368586], [1.733322, 2.740032, -11.507199], [3.332557, 7.576866, -18.364175], [2.105443, 4.901180, -9.366918], [2.384361, 12.509763, -15.835605], [1.838034, 4.659480, -15.257746], [0.257411, 11.246782, -17.624610], [6.127940, 8.673625, -15.934635], [3.694946, 10.719304, -20.334618], [5.753037, 11.251793, -15.668432], [3.766544, 8.944377, -20.506269], [0.661970, 4.067480, -9.790294], [3.859795, 3.881841, -16.743784], [0.738481, 13.074236, -16.080621], [3.264881, 6.031166, -10.665118], [3.432265, 6.369813, -12.405935], [5.455536, 9.123904, -22.224426], [0.361632, 4.608736, -12.066110], [1.919614, 13.123912, -17.415880], [4.033041, 7.533762, -16.723223], [3.121805, 5.409688, -17.217595], [1.062284, 1.268171, -9.594590], [3.675718, 3.668102, -13.456338], [6.331276, 7.068887, -18.198420], [2.338474, 11.101487, -18.816652], [7.259197, 12.444716, -13.787914], [1.395246, 6.986023, -13.592257], [5.713436, 10.818095, -21.885114], [5.651758, 5.466057, -16.523786], [8.601848, 10.187484, -15.415285], [0.160673, 5.787642, -14.026047], [1.975465, 9.519839, -18.247591], [6.233893, 9.106614, -19.821580], [3.025058, 5.767655, -14.633857], [5.918425, 10.765330, -19.356780], [3.356877, 3.106696, -10.912399], [1.290035, 0.940912, -7.873467]], "forces_ev_per_angstrom": [[-0.08, -0.31, -0.21], [-0.25, -0.65, 0.16], [-0.64, 0.70, 0.82], [-0.13, -0.18, -0.06], [0.34, -0.32, -0.04], [0.17, 0.02, -0.06], [0.34, 0.46, -0.85], [0.88, -0.08, 0.54], [-0.18, -0.60, 0.04], [-0.85, -0.66, -0.61], [-0.43, 0.18, -0.36], [0.64, -0.29, 0.33], [-0.29, -0.74, -0.72], [-0.42, 0.25, 0.17], [-0.02, 0.07, 0.16], [-0.49, -0.30, -0.41], [-0.36, -0.47, -0.70], [0.64, 0.03, 0.67], [-0.38, 0.94, -0.19], [0.42, -0.30, -0.25], [-0.65, 0.18, 0.13], [0.20, -0.47, -0.34], [-0.20, -0.32, 0.69], [-0.24, -0.33, -0.59], [0.06, 0.36, -0.11], [0.89, 0.34, -0.08], [0.58, 1.16, -0.51], [-0.59, -0.39, -0.64], [-0.06, -0.52, -0.03], [0.25, 0.07, -0.03], [-0.13, 0.05, 0.22], [0.30, 0.47, 0.15], [0.05, -0.09, 0.34], [-0.04, -0.15, -0.04], [-0.35, 0.11, -0.05], [0.30, 0.04, 0.13], [0.15, -0.08, 0.00], [0.16, -0.07, 0.08], [0.10, 0.07, -0.16], [-0.24, 0.31, 0.15], [0.15, 0.23, -0.17], [-0.31, 0.16, -0.03], [0.06, 0.08, 0.13], [-0.07, 0.24, -0.05], [-0.02, -0.08, 0.14], [0.10, -0.13, 0.05], [0.24, 0.04, 0.27], [0.29, -0.05, 0.14], [-0.08, -0.23, 0.38], [-0.07, 0.15, 0.03], [0.29, -0.10, -0.02], [-0.04, 0.02, 0.03], [-0.18, -0.07, 0.12], [0.10, -0.07, -0.15], [0.07, 0.21, 0.20], [-0.10, -0.08, 0.18], [-0.05, 0.06, -0.14], [-0.24, 0.15, 0.02], [0.00, -0.12, 0.02], [0.09, -0.04, -0.04], [-0.06, 0.00, -0.07], [0.15, -0.04, 0.10], [0.53, 0.30, 0.03], [-0.05, -0.05, 0.04], [-0.03, 0.09, 0.15], [-0.12, 0.19, 0.08], [-0.16, -0.07, -0.07], [0.14, 0.00, 0.18], [0.21, -0.11, 0.08], [0.11, 0.27, 0.02], [-0.03, 0.06, -0.03], [0.06, 0.10, 0.07], [-0.26, 0.09, -0.36], [0.01, 0.01, -0.02], [0.00, 0.01, -0.02], [-0.03, 0.14, -0.02], [0.06, 0.37, -0.29], [-0.10, 0.13, 0.15], [-0.23, -0.01, 0.27], [0.01, -0.24, 0.39], [-0.06, 0.09, 0.12], [0.11, -0.07, -0.03], [-0.08, -0.14, 0.32], [0.11, 0.04, 0.03]], "mulliken_charge": [-0.702, 0.439, 0.276, -1.367, -1.114, -0.842, -0.622, -1.337, -0.535, -0.672, -1.043, -0.561, -1.025, -0.478, -0.534, -1.176, -0.842, -0.456, -1.219, -0.304, -0.715, -0.508, -0.681, -0.766, -0.578, -0.078, -1.134, -1.026, 0.642, 0.316, 0.692, 0.322, 0.334, 0.404, 0.333, 0.325, 0.408, 0.309, 0.346, 0.339, 0.402, 0.347, 0.317, 0.395, 0.358, 0.329, 0.724, 0.438, 0.357, 0.890, 0.355, 0.268, 0.550, 0.419, 0.487, 0.043, 0.269, 0.320, 0.362, 0.342, 0.381, 0.330, 0.479, 0.408, 0.409, 0.290, -0.086, 0.177, 0.300, 0.543, 0.449, 0.076, 0.326, 0.326, 0.334, 0.305, 0.387, 0.360, 0.415, 0.576, -0.189, 0.607, 0.293, 0.364], "total_charge": 1, "lumo_energy_ev": -1.77, "total_energy_ev": -50130.839, "e_homo_ev": -10.4, "orbital_gap_ev": 8.6, "fmax_ha_per_bohr": 0.027}

3.
{"formula": "C4H11N3O", "method": "ωB97M-V/def2-TZVPD", "elements": ["O", "N", "N", "N", "C", "C", "C", "C", "H", "H", "H", "H", "H", "H", "H", "H", "H", "H", "H"], "xyz": [[1.236969, -0.224191, 0.688743], [-1.528803, -0.306824, 1.499020], [-1.517291, 0.406808, -1.069206], [1.042246, 0.133389, -1.839975], [0.984094, 0.706642, -0.653662], [1.297432, -1.615350, 0.444369], [-0.648366, 0.623531, 1.176613], [-0.591848, 1.115616, -0.206832], [-0.648068, 2.205299, -0.246502], [1.727839, 0.576349, -2.442685], [-2.289058, 0.995920, -1.355232], [-0.171423, 1.171516, 1.978172], [-1.896018, -0.864054, 0.725674], [2.200941, -2.020475, 0.908939], [1.312489, -1.811644, -0.630351], [0.424868, -2.134280, 0.869602], [1.642681, 1.543562, -0.398042], [-1.620216, -0.636934, 2.447305], [-0.958469, 0.135121, -1.895950]], "forces_ev_per_angstrom": [[-0.42, -0.16, -0.24], [0.70, 0.08, -0.03], [0.22, 0.21, 0.10], [-0.17, 0.11, 0.27], [-1.08, 0.63, -0.17], [0.06, 0.24, 0.16], [-0.37, -0.46, 0.12], [1.01, -0.68, -0.56], [-0.07, 0.01, 0.08], [0.16, -0.26, 0.25], [0.09, -0.04, -0.02], [-0.08, -0.05, 0.00], [-0.14, 0.43, 0.07], [-0.07, -0.05, -0.05], [0.05, 0.09, -0.06], [-0.02, 0.09, 0.05], [-0.05, -0.10, 0.01], [0.16, -0.07, -0.15], [0.02, -0.01, 0.17]], "mulliken_charge": [-0.436, -0.268, -0.724, -1.021, 0.416, -0.742, -0.263, -0.025, 0.351, 0.148, 0.194, 0.356, 0.304, 0.221, 0.361, 0.192, 0.414, 0.237, 0.287], "total_charge": 0, "lumo_energy_ev": 0.63, "total_energy_ev": -10841.107, "e_homo_ev": -7.4, "orbital_gap_ev": 8.0, "fmax_ha_per_bohr": 0.026}

4.
{"formula": "C5H9NO", "method": "ωB97M-V/def2-TZVPD", "elements": ["O", "N", "C", "C", "C", "C", "C", "H", "H", "H", "H", "H", "H", "H", "H", "H"], "xyz": [[0.314715, -1.346973, -1.967723], [-1.670932, -0.324557, -0.606811], [1.660385, 0.946935, 0.182847], [-1.003294, 0.797136, 0.090384], [0.027297, -0.888701, -0.884356], [0.241178, -1.202657, 0.730272], [0.389271, 0.172668, 0.087619], [-1.892250, -1.094854, 0.004460], [-1.466401, 1.003112, 1.063484], [-0.307479, -1.174073, 1.694775], [-2.357118, -0.157078, -1.333548], [2.494476, 0.283469, -0.067030], [-1.045135, 1.696111, -0.532720], [1.672280, 1.800159, -0.501385], [1.804907, 1.294638, 1.211375], [1.138106, -1.805338, 0.828352]], "forces_ev_per_angstrom": [[0.10, -0.31, 0.66], [-0.50, -0.04, 0.08], [0.09, 0.12, -0.01], [0.00, 0.10, 0.10], [0.34, -0.27, 0.22], [0.34, -0.10, -0.13], [0.03, 0.22, -0.09], [-0.64, 0.16, -0.02], [0.20, 0.05, -0.07], [-0.37, -0.47, -0.81], [0.14, 0.18, 0.16], [-0.07, 0.19, 0.01], [0.00, -0.19, 0.07], [0.07, -0.01, 0.09], [0.06, 0.08, -0.12], [0.19, 0.29, -0.11]], "mulliken_charge": [-0.676, -0.333, -1.560, -0.614, 0.275, -1.118, 1.265, 0.284, 0.263, 0.277, 0.243, 0.330, 0.357, 0.354, 0.348, 0.304], "smiles": "C[C@@]12C[NH2+][C@]1([O-])C2", "total_charge": 0, "lumo_energy_ev": 0.74, "total_energy_ev": -8865.444, "e_homo_ev": -7.9, "orbital_gap_ev": 8.7, "fmax_ha_per_bohr": 0.020}

5.
{"formula": "C7H4NO4S2", "method": "ωB97M-V/def2-TZVPD", "elements": ["S", "S", "O", "O", "O", "O", "N", "C", "C", "C", "C", "C", "C", "C", "H", "H", "H", "H"], "xyz": [[-2.243838, -0.334831, -0.201277], [2.499411, 0.077557, 1.473709], [0.855898, -1.312729, -2.625847], [0.038343, -3.505086, 1.175435], [2.580635, -1.210054, -1.336619], [-0.560401, -2.280446, 3.001858], [1.398285, -0.929888, -1.582040], [0.296161, 1.469512, 1.050157], [0.634390, -0.039103, -0.799045], [1.160187, 0.417102, 0.452850], [-1.452536, 1.404123, -0.654578], [-0.276136, -2.829189, 2.048716], [-0.742279, 2.075253, 0.391492], [-0.711952, 0.187425, -1.265413], [-1.224434, 2.873363, 0.866451], [0.838401, 2.084589, 1.737960], [-2.146465, 1.831660, -1.327371], [-0.943669, 0.020743, -2.406437]], "forces_ev_per_angstrom": [[0.99, 0.97, -0.65], [-0.57, -0.23, -1.16], [-0.02, -0.64, -0.33], [0.23, -0.46, -1.39], [-1.12, 0.29, 0.34], [-0.86, 1.70, 2.04], [0.98, 0.11, -0.97], [0.12, 1.65, -2.52], [1.65, -0.74, 1.83], [-1.05, 0.12, 0.35], [0.79, -3.71, -0.72], [0.65, -1.13, -0.69], [0.66, -2.01, 1.43], [-2.12, 1.66, -1.43], [-0.42, 1.48, 0.45], [-0.18, -0.14, 1.01], [-0.44, 0.91, -0.27], [0.71, 0.15, 2.69]], "mulliken_charge": [-0.253, -0.335, -0.710, -0.377, -0.618, -0.362, 0.956, -0.622, -0.260, 0.306, -0.489, 0.737, -0.701, -0.021, 0.370, 0.384, 0.542, 0.454], "total_charge": -1, "lumo_energy_ev": [2.77, 2.77], "total_energy_ev": -38672.439, "e_homo_ev": [-4.1, -4.1], "orbital_gap_ev": [6.9, 6.9], "fmax_ha_per_bohr": 0.075}

The records above give, respectively, ΔE to the lowest compared entry with this formula, charge and spin values of 448.19; 0.00; 94.65; 86.91; 35.69 kcal/mol.